Entry 1:
This record from OMol25 describes a cluster of 2 separate species, CH5N4 in total in a non-equilibrium geometry. The level of theory is ωB97M-V/def2-TZVPD.

Each line ends with the Mulliken charge.
Geometry (Å):
C: -0.123 -0.200 0.034  0.5509
N: -0.228 -1.538 0.041  -0.2918
N: -0.661 -0.724 -1.100  -0.5065
N: -0.233 0.737 1.016  -0.3383
N: 0.994 0.819 0.187  -0.1645
H: 0.640 -1.952 -0.254  0.2819
H: -2.280 -0.841 -1.136  0.3896
H: -0.962 1.444 0.764  0.3104
H: 1.837 0.565 0.909  0.4090
H: 1.017 1.691 -0.462  0.3593

The charge is +1. The calculation puts the frontier orbital gap at 9.989 eV. Its highest occupied orbital energy is -15.05 eV. Its molecular weight is 73.08 g/mol.

Entry 2:
This record from OMol25 describes a structure of composition H22HeO11 in a non-equilibrium geometry. The level of theory is ωB97M-V/def2-TZVPD.

Each line ends with the Mulliken charge.
Geometry (Å):
He: -0.249 0.020 -0.033  0.0199
O: -1.437 0.050 2.752  -0.7626
H: -2.064 0.774 2.761  0.3194
H: -1.373 -0.223 3.667  0.3257
O: 2.174 3.537 1.748  -0.6437
H: 1.368 3.984 1.491  0.3098
H: 1.996 2.610 1.590  0.3487
O: 1.546 -1.879 1.087  -0.5915
H: 1.924 -1.133 0.621  0.3393
H: 1.744 -1.712 2.008  0.2742
O: 1.377 0.895 2.027  -0.6703
H: 1.918 0.784 2.809  0.3445
H: 0.563 0.436 2.232  0.3186
O: -3.160 -2.206 2.416  -0.6374
H: -3.224 -2.527 1.516  0.3481
H: -2.630 -1.412 2.351  0.3881
O: -1.058 -1.167 -2.415  -0.7434
H: -0.752 -1.757 -1.727  0.3505
H: -0.293 -0.633 -2.631  0.4291
O: 3.274 -0.608 -1.384  -0.6521
H: 3.535 0.298 -1.217  0.3360
H: 3.780 -1.123 -0.756  0.2784
O: -2.659 1.015 -1.979  -0.7258
H: -2.760 1.252 -2.901  0.3063
H: -2.179 0.187 -1.995  0.4275
O: -1.470 3.278 -1.064  -0.6519
H: -1.929 2.491 -1.356  0.4241
H: -0.760 3.391 -1.696  0.2780
O: 1.148 0.214 -3.367  -0.6584
H: 1.835 0.426 -2.735  0.3162
H: 1.621 -0.052 -4.156  0.2980
O: -0.852 -2.921 -0.147  -0.6927
H: -0.353 -2.454 0.522  0.3405
H: -0.600 -3.838 -0.039  0.3088

The calculation puts the frontier orbital gap at 10.283 eV. Its highest occupied orbital energy is -10.50 eV. Its molecular weight is 202.17 g/mol.

Entry 3:
This record from OMol25 describes an isolated molecule of C5H8N2O in a non-equilibrium geometry. The level of theory is ωB97M-V/def2-TZVPD.

Each line ends with the Mulliken charge.
Geometry (Å):
C: -0.949 -0.733 1.087  -1.3508
C: -0.494 -0.238 -0.173  0.9628
C: -1.306 0.604 -0.984  -0.5595
C: 0.110 0.987 -0.494  -0.7643
N: 1.292 1.349 0.299  -0.2890
N: 2.088 0.162 0.170  -0.5164
C: 1.564 -0.882 -0.512  0.1227
O: 0.384 -1.243 -0.869  -0.4059
H: -1.255 0.341 1.421  0.2707
H: -1.825 -1.342 1.185  0.2843
H: -0.250 -1.079 1.644  0.4806
H: -1.946 1.365 -0.259  0.2238
H: -1.246 0.529 -2.122  0.2995
H: 0.674 0.923 -1.335  0.5208
H: 0.887 1.043 1.436  0.3715
H: 2.273 -1.786 -0.491  0.3492

The calculation puts the frontier orbital gap at 9.428 eV. Its SMILES is C[C@@]12C[C@H]1NN=CO2. Its highest occupied orbital energy is -8.77 eV. Its molecular weight is 112.13 g/mol.